# 1
9 unconnected molecules or ions with the total composition C42H61F4N3O29PS. Source: OMol25; level of theory: ωB97M-V/def2-TZVPD.

CARTESIAN COORDINATES (ANGSTROEM)
C1 -4.1213 1.7939 -6.4265
N1 -2.9873 0.8590 -6.0954
C2 -2.8693 -0.0456 -7.2855
C3 -1.7363 1.6202 -5.8537
O1 -1.1182 2.2671 -6.7594
C4 -1.0954 1.6535 -4.3801
C5 -0.3850 0.2439 -4.1023
O2 0.3842 0.0708 -2.8851
P1 0.8853 -1.6255 -2.9706
C6 1.4649 -1.4255 -1.1440
C7 0.2658 -1.4440 -0.0767
C8 0.5604 -2.2558 1.2799
C9 2.0543 -2.1268 1.8466
C10 2.2695 -0.7439 2.6450
C11 1.9142 -1.0356 4.2071
C12 0.5667 -0.1925 4.5368
S1 0.4044 -0.1241 6.3904
C13 1.7422 0.9681 7.0138
N2 3.0995 0.5939 7.3276
N3 3.7062 1.7424 7.7946
C14 2.7305 2.7781 7.7496
O3 1.4678 2.3472 7.2396
C15 0.9950 -3.5754 -3.0025
F1 2.2799 -4.0468 -3.4070
F2 -0.0456 -4.0073 -3.9184
F3 0.5973 -4.1565 -1.7312
O4 0.7453 -1.7894 -4.7157
C16 0.5346 -0.4300 -5.2359
C17 1.9839 0.1908 -5.5694
C18 2.1306 1.7585 -5.3053
O5 2.4005 2.5096 -6.2832
F4 2.0310 2.4017 -4.0440
H1 -3.9769 2.2861 -7.4596
H2 -4.2463 2.5833 -5.5905
H3 -5.1259 1.2296 -6.4882
H4 -3.8849 0.0017 -7.8376
H5 -2.6813 -1.1418 -7.0301
H6 -2.0922 0.3008 -8.0603
H7 -1.9942 1.7185 -3.6518
H8 -0.4525 2.5717 -4.1770
H9 -1.2950 -0.4772 -4.0878
H10 -0.4945 -1.8898 -2.6552
H11 2.2748 -1.3780 -3.2623
H12 2.2596 -2.2378 -0.9855
H13 1.9666 -0.3876 -1.0606
H14 0.0056 -0.3589 0.2281
H15 -0.7164 -1.8793 -0.5089
H16 -0.1320 -1.7962 2.0883
H17 0.2232 -3.3597 1.2020
H18 2.2121 -3.0272 2.5569
H19 2.8791 -2.2001 1.0639
H20 1.5652 0.0551 2.1692
H21 3.3698 -0.4392 2.4878
H22 2.7902 -0.7558 4.9026
H23 1.6665 -2.1263 4.4290
H24 0.6128 0.8703 4.1240
H25 -0.3565 -0.7252 4.1348
H26 2.8837 3.8528 8.0806
H27 0.0773 -0.5854 -6.2825
H28 2.1523 0.0403 -6.7017
H29 2.8583 -0.3249 -5.0511
C19 6.9350 2.0134 8.5910
C20 7.6416 0.8762 9.2627
O6 8.9813 1.3422 9.3573
C21 8.9360 2.7027 9.3224
O7 9.8722 3.4160 9.5474
O8 7.6908 3.1470 9.0001
H30 5.8962 2.1040 8.9079
H31 6.9684 1.9412 7.5002
H32 7.2619 0.6839 10.2706
H33 7.5908 -0.0467 8.6832
C22 0.3930 4.6910 3.4304
C23 0.9783 5.0421 2.0970
O9 1.1066 3.7787 1.4594
C24 0.2088 2.9432 2.0446
O10 -0.0638 1.8496 1.6365
O11 -0.3435 3.5075 3.1540
H34 -0.2603 5.4740 3.8184
H35 1.1589 4.4644 4.1785
H36 0.3133 5.6723 1.5014
H37 1.9487 5.5334 2.1841
C25 3.1138 2.2938 -10.3279
C26 1.9851 2.2959 -9.3430
O12 1.1394 1.2561 -9.8215
C27 1.9161 0.4149 -10.5548
O13 1.5576 -0.6533 -10.9640
O14 3.1553 0.9417 -10.7642
H38 4.0627 2.5857 -9.8751
H39 2.9189 2.9379 -11.1911
H40 2.3127 2.0479 -8.3299
H41 1.4542 3.2487 -9.3198
C28 -0.6757 -7.1837 -0.9865
C29 -2.0789 -7.4927 -1.4045
O15 -2.7716 -7.5794 -0.1642
C30 -2.0560 -6.8532 0.7430
O16 -2.4431 -6.5774 1.8458
O17 -0.8522 -6.4830 0.2375
H42 -0.1504 -6.5654 -1.7160
H43 -0.0871 -8.0857 -0.7947
H44 -2.5239 -6.6922 -2.0033
H45 -2.1520 -8.4305 -1.9571
C31 1.1099 8.4968 -0.3024
C32 2.4467 9.1356 -0.5258
O18 2.7345 9.7257 0.7345
C33 2.0178 9.0437 1.6692
O19 2.1544 9.1727 2.8524
O20 1.1269 8.1954 1.0868
H46 0.9762 7.5904 -0.8948
H47 0.2798 9.1794 -0.5056
H48 3.2261 8.4047 -0.7604
H49 2.4215 9.8913 -1.3123
C34 -4.3852 -7.8998 5.0312
C35 -3.0513 -7.2564 4.8063
O21 -2.7575 -6.6769 6.0715
C36 -3.4673 -7.3686 7.0035
O22 -3.3251 -7.2502 8.1873
O23 -4.3601 -8.2141 6.4172
H50 -4.5202 -8.8008 4.4309
H51 -5.2178 -7.2166 4.8386
H52 -2.2720 -7.9834 4.5606
H53 -3.0826 -6.4950 4.0278
C37 -5.0284 -5.1506 -0.0930
C38 -6.2522 -5.8312 -0.6252
O24 -7.0657 -4.7450 -1.0444
C39 -6.2349 -3.6914 -1.2856
O25 -6.5746 -2.6710 -1.8114
O26 -4.9711 -3.9504 -0.8518
H54 -4.1256 -5.7451 -0.2372
H55 -5.1196 -4.8944 0.9666
H56 -6.0356 -6.4661 -1.4898
H57 -6.7609 -6.4280 0.1335
C40 -4.2664 4.3819 2.5672
C41 -4.7500 3.9114 1.2291
O27 -3.9704 4.6762 0.3203
C42 -2.8399 5.0484 0.9778
O28 -1.8907 5.5612 0.4546
O29 -2.9233 4.7638 2.3057
H58 -4.3066 3.5978 3.3248
H59 -4.8180 5.2546 2.9294
H60 -4.5491 2.8495 1.0607
H61 -5.8146 4.0984 1.0810

Cartesian forces, eV/Å:
C -0.7 0.8 0.4
N 0.2 0.5 -0.9
C -0.4 -0.5 -1.5
C 2.8 2.5 -1.6
O -2.7 -2.7 2.9
C -1.1 -0.4 0.5
C -0.5 -0.9 -0.6
O -0.9 0.6 -2.8
P 0.9 -0.1 2.1
C -0.7 0.1 0.9
C -0.1 0.1 0.6
C -0.2 0.2 0.3
C -0.1 -0.3 0.2
C -0.1 -1.3 -0.2
C -0.6 1.2 -0.6
C 1.8 0.1 -0.1
S 0.6 1.0 0.6
C 2.7 -0.7 -0.1
N -5.1 2.7 -0.7
N -4.6 3.3 -0.5
C 1.6 -2.9 -0.3
O 4.3 -2.0 1.0
C -0.5 0.2 -0.4
F -2.9 -0.3 0.9
F 2.6 -0.5 1.9
F 1.2 0.3 -2.6
O -1.1 2.7 -0.3
C 0.5 -1.3 -0.4
C 0.1 0.9 0.3
C 1.1 2.6 -3.7
O -1.1 -2.7 4.5
F 0.1 -2.0 -2.3
H 0.0 -0.4 1.6
H 0.3 -1.1 -1.4
H 1.8 0.6 0.3
H 1.7 -0.3 0.9
H -0.1 1.6 0.0
H -1.0 -0.4 1.3
H 1.5 -0.2 -1.0
H -0.7 -1.3 -0.8
H 1.3 0.9 0.1
H 0.1 -0.2 -0.3
H 0.0 -0.1 -0.1
H -1.1 1.1 0.0
H -0.6 -1.7 -0.4
H 0.5 -1.7 -0.6
H 1.6 0.6 0.4
H 1.0 -0.8 -1.1
H 0.8 1.7 -0.1
H -0.1 1.5 -1.0
H -1.4 0.0 0.7
H 1.4 -1.3 1.0
H -1.7 -0.2 0.5
H -1.5 -0.2 -1.0
H 0.4 1.4 -0.6
H -0.2 -1.5 0.5
H 1.2 0.8 0.7
H -0.4 -1.7 -0.6
H 0.1 0.5 1.7
H -0.2 0.6 1.9
H -1.5 0.6 -0.3
C -0.9 0.0 -0.3
C -0.3 -0.8 0.1
O 0.1 0.6 0.0
C 0.8 0.7 0.2
O -0.7 -0.6 -0.2
O 0.7 -0.2 0.3
H 0.2 0.1 -0.1
H 0.0 0.0 0.1
H 0.0 0.0 0.0
H 0.2 0.1 0.1
C -0.1 0.5 0.7
C 0.3 0.9 -0.3
O -0.4 -0.6 0.4
C -0.1 -0.8 -0.6
O 0.1 0.8 0.4
O 0.3 -0.3 -0.4
H -0.1 -0.2 -0.1
H 0.0 0.0 0.0
H 0.0 -0.1 0.1
H 0.0 -0.2 -0.1
C 0.5 0.6 -0.2
C 0.0 0.6 0.8
O 0.4 -0.5 -0.6
C -0.5 -0.8 -0.2
O 0.3 0.8 0.3
O -0.4 -0.3 0.1
H 0.0 -0.2 -0.1
H 0.0 -0.1 0.0
H -0.1 0.1 -0.2
H -0.1 -0.2 0.0
C 0.9 0.0 -0.7
C -0.2 -0.2 -0.9
O 0.2 0.2 0.7
C 0.4 0.3 0.6
O 0.1 -0.3 -0.9
O -0.9 -0.2 0.5
H 0.0 0.1 0.3
H -0.1 0.0 0.0
H 0.1 0.0 0.1
H -0.1 0.0 0.2
C -0.6 -0.3 -0.7
C 0.4 0.1 -0.7
O -0.3 -0.2 0.4
C 0.1 0.1 1.0
O -0.1 -0.1 -0.9
O 0.5 0.4 0.3
H -0.1 0.0 0.2
H 0.1 0.0 0.0
H -0.1 0.0 0.0
H 0.1 0.0 0.2
C -0.5 -0.3 -0.5
C 0.4 0.3 -0.8
O -0.5 -0.4 0.6
C 0.3 0.2 1.0
O -0.2 -0.1 -0.9
O 0.3 0.3 0.3
H 0.0 0.0 0.2
H 0.1 0.0 0.0
H -0.1 0.1 0.0
H 0.2 -0.1 0.2
C 0.7 -0.2 0.5
C -0.2 -0.8 0.1
O 0.2 0.4 0.0
C -0.1 1.1 -0.5
O 0.2 -0.9 0.4
O -0.7 0.1 -0.3
H -0.2 0.3 0.0
H 0.0 0.0 -0.1
H 0.0 0.0 0.0
H -0.1 0.2 -0.1
C -0.4 -0.1 0.8
C -0.7 -0.6 -0.2
O 0.6 0.3 0.3
C 0.7 0.3 -0.5
O -0.7 -0.3 0.4
O 0.1 0.2 -0.6
H 0.2 0.1 -0.1
H 0.0 0.0 0.0
H 0.0 0.1 0.0
H 0.2 0.1 -0.2

Summary:
Frontier orbital gap = 6.7 eV
Highest occupied orbital energy = -5.27 eV
Total charge = -1
Electronic energy = -5122.1138 hartree
Molecular weight = 1210.98 g/mol
Spin multiplicity = 1
Lowest unoccupied orbital energy = 1.42 eV
Strongest force on any atom = 0.1132 Eh/bohr

Löwdin atomic charge list, values in e, 5 entries:
1 C -0.125
2 N -0.180
3 C -0.109
4 C -0.339
5 O 0.026

***

# 2
A molecular structure, C42H63Cl2IrNO4P2S2. Source: OMol25; level of theory: ωB97M-V/def2-TZVPD.

CARTESIAN COORDINATES (ANGSTROEM)
Ir1 16.7808 -9.8511 7.6801
C1 18.7134 -6.0913 10.0128
C2 18.9261 -6.1857 8.6531
C3 19.0840 -7.4293 8.0576
C4 19.2105 -8.6340 8.8363
C5 18.6480 -8.4717 10.1750
C6 18.4237 -7.2441 10.7186
P1 19.9791 -10.2744 8.2788
C7 21.6793 -10.1337 9.2089
C8 22.5143 -9.0423 8.7229
C9 24.0716 -9.2032 8.8895
C10 24.5338 -10.3584 9.6525
C11 23.6085 -11.2043 10.3278
C12 22.3048 -11.0884 9.9961
C13 20.4262 -10.2880 6.4559
C14 21.7517 -10.6513 6.1219
C15 22.2445 -10.3834 4.7601
C16 21.3524 -9.7936 3.9629
C17 19.8980 -9.8841 4.1652
C18 18.9605 -9.8162 3.1152
C19 17.6341 -10.2592 3.3247
C20 17.2410 -10.4775 4.7746
C21 18.0440 -10.1441 5.9134
C22 19.4133 -10.0426 5.5096
H1 18.8868 -5.1955 10.5575
H2 19.0941 -5.3467 8.0356
H3 19.3440 -7.4458 7.0242
H4 18.3232 -9.3108 10.9067
H5 18.1291 -7.0291 11.7423
H6 22.7152 -8.0934 8.3156
H7 24.6446 -9.0052 8.1638
H8 25.5971 -10.1016 9.7569
H9 23.9060 -12.0268 11.1634
H10 21.4225 -11.7143 10.2877
H11 22.3447 -11.1591 6.8754
H12 23.2787 -10.4216 4.5375
H13 21.7917 -9.5219 2.9911
H14 19.4229 -9.5869 2.1916
H15 16.8255 -10.3274 2.5392
H16 16.2232 -10.4774 4.9927
C23 11.1690 -5.7267 9.1127
C24 11.8432 -4.5640 8.2309
C25 11.7247 -3.0685 8.5628
S1 11.7606 -3.1510 10.4995
O1 11.1919 -2.1950 11.4517
C26 13.4929 -3.0346 10.5621
C27 13.6258 -3.0624 12.0993
C28 14.7955 -3.8981 12.3521
H17 10.0883 -5.6889 9.2555
H18 11.6195 -5.5982 10.0729
H19 11.2570 -6.6662 8.6459
H20 11.6464 -4.8172 7.1956
H21 12.9218 -4.7625 8.3660
H22 10.8517 -2.5145 8.1467
H23 12.6463 -2.6031 8.2115
H24 13.9580 -2.1587 10.0913
H25 13.9106 -4.0173 10.0754
H26 12.8191 -3.5711 12.6751
H27 13.8100 -2.0539 12.5259
H28 15.7811 -3.4149 12.1172
H29 14.6149 -4.8125 11.8036
H30 14.8462 -4.3084 13.3763
C29 15.2565 -14.1640 4.7330
S2 15.0228 -15.6165 3.6498
O2 16.4404 -15.7168 3.3459
O3 14.3994 -16.5784 4.4846
O4 14.5640 -15.2225 2.2050
H31 16.1525 -14.4819 5.3376
H32 14.4348 -14.4078 5.4297
H33 15.2610 -13.2057 4.2590
Cl1 16.8082 -10.9393 9.7677
C30 8.7965 -3.9866 12.7730
Cl2 7.4138 -3.1416 12.8808
H34 28.3170 -7.8599 4.0012
H35 8.5453 -5.2263 13.2161
H36 16.5897 -8.3705 7.7724
C31 12.6745 -12.9549 6.9230
C32 12.4837 -11.6185 7.6188
C33 10.9981 -11.2283 7.4833
C34 13.0605 -11.7342 9.0466
P2 13.4052 -10.1976 6.8226
N1 15.0019 -10.0202 7.2947
C35 12.8292 -8.5799 7.4538
C36 12.6592 -8.7485 9.0478
C37 13.9542 -7.4987 7.3570
C38 11.6066 -8.2547 6.6040
C39 13.2172 -10.3339 4.9821
C40 11.8553 -10.5837 4.3367
C41 13.8620 -9.2188 4.1555
C42 13.9384 -11.5893 4.5381
H37 11.8747 -13.6297 7.2805
H38 13.6665 -13.4992 6.9933
H39 12.4628 -13.0826 5.8338
H40 10.3353 -12.0698 7.7120
H41 10.6875 -10.9762 6.4902
H42 10.8231 -10.3610 8.1577
H43 12.3799 -11.3410 9.8016
H44 14.0894 -11.4559 9.1811
H45 13.0267 -12.8237 9.2141
H46 13.1444 -9.5976 9.4923
H47 11.6211 -8.7621 9.4191
H48 13.1687 -7.8671 9.4817
H49 13.4566 -6.5171 7.3540
H50 14.5234 -7.4526 6.4433
H51 14.6135 -7.4026 8.1888
H52 11.1192 -9.1322 6.1554
H53 11.8768 -7.5674 5.7648
H54 10.8993 -7.6755 7.1412
H55 11.0960 -9.8069 4.3657
H56 11.4136 -11.4995 4.7211
H57 12.0678 -10.8321 3.2908
H58 13.5517 -8.2777 4.6123
H59 13.5454 -9.2088 3.0971
H60 14.9257 -9.3525 4.0278
H61 14.0995 -11.3748 3.4055
H62 13.3149 -12.5202 4.5494
H63 14.8358 -11.8094 5.0572

Cartesian forces, eV/Å:
Ir 1.6 -1.9 -0.8
C 0.2 -0.2 -0.8
C 0.0 -0.7 0.4
C 1.2 -1.7 1.1
C -1.3 1.5 0.2
C 0.1 -2.7 0.5
C 0.3 1.5 0.3
P -0.1 -0.6 1.7
C 1.3 4.6 -3.3
C 5.5 -2.9 1.8
C -8.6 -6.6 6.4
C -1.0 3.2 -0.3
C 2.9 -1.2 1.9
C -4.2 -0.9 -0.4
C 2.5 0.2 1.8
C -1.2 0.4 -1.0
C -1.5 0.0 3.9
C -1.4 -0.5 -2.6
C 0.3 0.5 1.3
C -1.5 -1.3 0.5
C 0.7 0.4 2.4
C 2.1 2.2 -1.1
C -1.0 -0.2 -2.6
C 1.2 0.0 -0.1
H -0.4 0.9 0.1
H 0.0 1.0 -0.5
H 0.1 -0.2 -0.7
H 1.3 1.0 -1.9
H -0.1 -0.9 0.1
H -2.8 1.4 -1.4
H 4.5 3.2 -5.1
H 0.0 -1.9 0.5
H -0.5 2.1 -2.3
H 1.6 -0.5 0.5
H 0.3 0.5 -0.1
H 0.8 -0.3 -0.2
H -0.9 0.2 0.1
H -0.3 0.2 -1.3
H 1.3 0.1 0.9
H -1.5 -0.6 -0.1
C -0.5 2.6 -0.6
C 0.2 -1.6 0.5
C -1.0 0.4 0.7
S -1.3 -1.6 -1.7
O -0.4 1.7 -0.8
C 0.6 -1.0 0.4
C 0.9 0.7 0.7
C 2.4 -1.5 1.5
H -0.2 0.8 0.0
H 0.1 -0.9 0.6
H 1.0 -0.9 -0.3
H -0.1 0.5 -0.4
H -0.4 -0.1 -0.2
H 0.4 -0.6 0.5
H -0.2 0.3 0.1
H -0.2 -0.1 0.1
H -0.7 1.9 0.9
H 0.0 0.8 -0.9
H -0.7 -0.5 -0.4
H -0.8 -0.7 -0.1
H 0.7 -0.4 -0.5
H 0.2 0.7 0.0
C -1.2 -2.9 1.3
S 0.7 4.1 -0.2
O 1.6 -1.8 -1.8
O -0.7 -0.9 -1.0
O 0.4 -1.3 2.8
H -0.6 0.7 -1.0
H 0.1 1.3 -0.2
H 0.4 -0.3 -0.2
Cl -0.4 -0.5 0.4
C 1.0 -4.0 0.9
Cl -1.3 0.6 0.2
H 0.0 0.0 0.0
H 0.3 3.3 -1.1
H 0.2 1.1 -0.3
C 0.1 -2.3 -1.4
C 0.7 0.8 -1.0
C -0.1 0.2 1.5
C -1.6 -2.2 0.2
P 3.3 1.3 0.8
N -3.4 -1.7 -1.4
C 0.5 -0.5 1.2
C -0.4 1.3 -0.4
C -1.4 1.1 -1.0
C 0.1 0.9 -1.1
C -0.2 -0.6 -1.3
C -0.9 -0.6 0.0
C -0.2 1.0 0.3
C -0.8 -0.7 -2.6
H 0.6 0.1 0.6
H -1.0 1.1 0.6
H -0.1 1.0 0.9
H 0.2 0.1 0.6
H 0.2 0.3 -0.5
H -0.4 -0.7 -0.5
H 0.3 0.3 -0.1
H 0.4 0.5 -0.1
H 0.2 0.3 0.3
H 0.4 -0.1 -0.3
H 0.2 0.1 -0.4
H -0.6 -0.5 0.0
H -0.3 -0.2 0.0
H 0.3 -0.5 -0.4
H 0.5 -0.7 0.5
H 0.1 0.7 0.5
H 0.1 -0.7 0.4
H -1.0 0.3 0.6
H 0.2 0.2 0.0
H -0.2 0.0 0.1
H -0.1 0.3 0.1
H 0.6 0.3 -0.4
H -0.5 -0.3 0.5
H 0.4 0.5 0.7
H 0.4 -0.8 1.8
H 0.6 1.2 -0.1
H 0.8 0.3 0.4

Summary:
Frontier orbital gap (alpha / beta) = 6.0 / 3.5 eV
Highest occupied orbital energy (alpha / beta) = -6.67 / -7.23 eV
Total charge = 0
Electronic energy = -4496.7370 hartree
Molecular weight = 1035.17 g/mol
Spin multiplicity = 6
Lowest unoccupied orbital energy (alpha / beta) = -0.65 / -3.76 eV
Strongest force on any atom = 0.2449 Eh/bohr

Löwdin atomic charge list, values in e, 5 entries:
1 Ir 0.965
2 C -0.099
3 C -0.096
4 C -0.122
5 C -0.416